(1)
DFT (the ωB97M-V functional and the def2-TZVPD basis) results for a molecular structure, C42H47N6O3SSc.

XYZ file:
```
100
Properties=species:S:1:pos:R:3:lowdin_charge:R:1
Sc 0.27 -0.24 0.54 1.07
C 5.06 0.03 0.71 -0.22
C 4.12 -0.08 1.88 -0.17
C 2.90 0.88 1.80 -0.21
N 1.64 0.24 2.17 -0.06
C 1.24 0.23 3.42 -0.21
C 2.09 0.65 4.48 -0.01
C 1.88 0.85 5.82 -0.08
C 0.68 0.77 6.56 -0.12
C -0.50 0.29 6.09 -0.11
C -0.83 -0.21 4.84 -0.03
C -0.11 -0.34 3.65 -0.21
N -0.59 -0.96 2.55 -0.03
C -1.77 -1.80 2.68 -0.24
C -1.59 -3.07 1.88 -0.15
C -1.46 -2.79 0.38 -0.24
N -0.17 -2.28 0.03 -0.07
C 0.78 -3.15 -0.28 -0.21
C 0.58 -4.55 -0.16 -0.02
C 1.37 -5.63 -0.49 -0.10
C 2.62 -5.69 -1.10 -0.12
C 3.27 -4.59 -1.63 -0.09
C 2.98 -3.24 -1.50 -0.03
C 2.05 -2.52 -0.72 -0.23
N 2.14 -1.22 -0.48 0.00
C 3.26 -0.48 -1.10 -0.22
C 4.66 -0.77 -0.52 -0.19
H 6.05 -0.33 0.99 0.11
H 5.18 1.10 0.44 0.12
H 4.62 0.15 2.83 0.10
H 3.75 -1.12 1.89 0.12
H 2.75 1.19 0.78 0.07
H 3.09 1.79 2.37 0.13
H 3.13 0.80 4.21 0.08
H 2.77 1.12 6.34 0.09
H 0.73 1.05 7.62 0.10
H -1.32 0.39 6.80 0.11
H -1.87 -0.56 4.78 0.09
H -2.67 -1.27 2.34 0.11
H -1.90 -2.09 3.72 0.10
H -2.46 -3.72 2.05 0.12
H -0.75 -3.65 2.24 0.11
H -2.15 -2.01 0.13 0.06
H -1.76 -3.65 -0.23 0.12
H -0.40 -4.82 0.20 0.08
H 0.91 -6.60 -0.31 0.11
H 2.96 -6.70 -1.29 0.09
H 4.16 -4.77 -2.21 0.10
H 3.69 -2.64 -2.07 0.09
H 3.07 0.60 -1.01 0.09
H 3.24 -0.67 -2.21 0.12
H 5.40 -0.59 -1.32 0.12
H 4.75 -1.84 -0.25 0.11
C -5.13 5.01 -2.11 -0.04
C -3.80 4.41 -1.73 -0.28
C -3.27 3.28 -2.28 -0.05
C -2.07 2.74 -1.85 -0.05
C -1.35 3.35 -0.83 -0.26
C -1.82 4.53 -0.30 -0.04
C -3.07 5.00 -0.70 -0.03
S 0.15 2.61 -0.19 0.63
O 1.12 3.67 -0.16 -0.28
O -0.17 1.97 1.12 -0.36
N 0.47 1.33 -1.05 -0.21
C 0.83 1.35 -2.41 -0.28
C 1.58 2.33 -3.02 -0.02
C 2.04 2.18 -4.34 -0.08
C 1.74 1.07 -5.08 -0.04
C 0.99 0.02 -4.50 -0.15
C 0.68 -1.19 -5.13 -0.02
C 0.00 -2.17 -4.46 -0.04
C -0.42 -1.91 -3.15 -0.13
N -0.19 -0.79 -2.51 0.12
C 0.52 0.18 -3.15 -0.17
H -5.91 4.75 -1.37 0.09
H -5.40 4.71 -3.12 0.08
H -5.00 6.08 -2.06 0.08
H -3.83 2.70 -3.01 0.12
H -1.67 1.84 -2.33 0.11
H -1.27 5.13 0.40 0.12
H -3.45 5.87 -0.20 0.11
H 1.89 3.22 -2.45 0.12
H 2.60 3.00 -4.77 0.11
H 2.04 0.96 -6.12 0.11
H 1.05 -1.35 -6.12 0.11
H -0.26 -3.11 -4.95 0.11
H -1.02 -2.64 -2.59 0.11
C -4.46 0.84 1.33 -0.16
C -4.70 0.69 -0.16 -0.15
C -3.48 -0.12 -0.56 -0.17
O -2.37 0.28 0.32 -0.22
C -2.98 1.14 1.34 -0.18
H -4.70 -0.13 1.83 0.13
H -4.95 1.69 1.80 0.12
H -4.70 1.70 -0.65 0.11
H -5.66 0.25 -0.42 0.11
H -3.16 0.03 -1.57 0.11
H -3.65 -1.19 -0.38 0.11
H -2.84 2.18 0.98 0.11
H -2.49 1.03 2.33 0.12
```

Values from the calculation:
- frontier orbital gap (eV) = 6.91
- HOMO level (Ha) = -0.2436
- multiplicity = 1
- lowest unoccupied orbital energy (eV) = 0.2833

(2)
DFT (the ωB97M-V functional and the def2-TZVPD basis) results for a molecular structure, C42H48N7O3PS2Ti.

XYZ file:
```
104
Properties=species:S:1:pos:R:3:mulliken_spin:R:1
Ti -0.87 -1.21 -0.73 0.44
C -3.67 2.14 -0.78 -0.15
C -3.02 0.98 -0.46 0.31
N -1.89 0.55 -1.11 0.14
C -1.46 1.30 -2.20 0.09
C -2.13 2.47 -2.62 -0.11
C -3.24 2.92 -1.85 0.41
C -1.68 3.13 -3.78 0.07
C -0.63 2.60 -4.50 -0.03
C 0.02 1.43 -4.10 0.07
C -0.37 0.75 -2.93 0.02
N 0.12 -0.42 -2.40 -0.06
C 0.96 -1.27 -3.11 0.02
C 1.98 -0.94 -4.01 0.05
C 2.64 -1.94 -4.72 -0.02
C 2.31 -3.27 -4.57 0.04
C 1.35 -3.65 -3.62 -0.12
C 1.00 -5.01 -3.33 0.48
C 0.08 -5.26 -2.31 -0.11
C -0.45 -4.23 -1.58 0.25
N -0.13 -2.91 -1.80 0.18
C 0.74 -2.64 -2.84 0.07
H -4.54 2.43 -0.19 -0.01
H -3.38 0.35 0.33 0.06
H -3.75 3.83 -2.13 0.04
H -2.18 4.04 -4.10 0.00
H -0.30 3.09 -5.40 0.00
H 0.79 1.05 -4.74 0.03
H 2.29 0.09 -4.14 0.02
H 3.42 -1.66 -5.42 0.00
H 2.81 -4.04 -5.16 0.00
H 1.45 -5.81 -3.91 0.04
H -0.22 -6.27 -2.08 0.00
H -1.17 -4.41 -0.78 0.07
C -0.04 0.53 5.34 0.00
S 0.46 0.48 3.61 0.00
C 1.49 1.96 3.55 0.00
H 0.81 0.37 6.00 0.00
H -0.77 -0.26 5.49 0.00
H -0.51 1.49 5.57 0.00
H 0.89 2.84 3.80 0.00
H 1.83 2.06 2.52 0.00
H 2.35 1.87 4.22 0.00
C -2.80 -3.63 2.05 -0.04
C -2.91 -2.23 1.42 0.01
C -2.07 -1.28 2.28 -0.02
C -2.33 -2.25 0.01 -0.36
C -4.39 -1.83 1.43 -0.02
C -5.29 -2.52 0.62 0.00
C -6.64 -2.21 0.61 0.00
C -7.13 -1.18 1.40 0.00
C -6.25 -0.48 2.21 0.00
C -4.90 -0.81 2.23 0.00
H -1.75 -3.93 2.11 0.01
H -3.33 -4.37 1.45 0.00
H -3.23 -3.65 3.06 0.00
H -1.02 -1.56 2.17 0.01
H -2.31 -1.33 3.35 0.00
H -2.18 -0.24 1.97 0.04
H -2.93 -2.88 -0.66 0.04
H -4.93 -3.31 -0.03 0.00
H -7.32 -2.76 -0.04 0.00
H -8.18 -0.92 1.38 0.00
H -6.60 0.34 2.83 0.00
H -4.24 -0.23 2.86 0.00
C 4.60 -2.73 0.93 0.00
N 3.91 -2.00 1.99 0.00
C 3.27 -2.97 2.88 0.00
N 2.38 -3.90 2.20 0.00
C 3.11 -4.56 1.12 0.00
N 3.74 -3.63 0.19 0.00
C 2.73 -2.92 -0.61 -0.01
P 1.59 -1.87 0.44 0.03
C 2.94 -1.05 1.44 0.00
C 1.20 -3.20 1.68 0.01
H 5.40 -3.32 1.39 0.00
H 5.04 -2.01 0.24 0.00
H 2.71 -2.43 3.65 0.00
H 4.06 -3.55 3.37 0.00
H 2.43 -5.21 0.57 0.00
H 3.90 -5.17 1.57 0.00
H 2.14 -3.65 -1.16 0.00
H 3.24 -2.29 -1.34 0.00
H 2.49 -0.49 2.26 0.00
H 3.47 -0.34 0.80 0.00
H 0.52 -3.90 1.21 -0.01
H 0.67 -2.74 2.52 0.00
N -0.74 2.93 1.19 0.00
C -1.37 3.78 2.10 -0.01
C -1.45 5.15 1.85 0.00
C -2.01 6.01 2.79 0.00
C -2.49 5.52 4.00 0.00
C -2.45 4.16 4.24 0.01
C -1.90 3.29 3.30 0.00
S -3.14 6.65 5.24 0.00
O -1.95 7.14 5.93 0.00
O -3.84 7.68 4.47 0.00
O -4.01 5.83 6.07 0.00
H -0.93 1.95 1.34 0.01
H -0.88 3.18 0.22 0.00
H -1.08 5.54 0.91 0.00
H -2.08 7.07 2.59 0.00
H -2.87 3.78 5.16 0.00
H -1.89 2.23 3.48 0.01
```

Values from the calculation:
- frontier orbital gap (spin up / spin down) (eV) = 4.48 / 6.15
- HOMO level (spin up / spin down) (Ha) = -0.0306 / -0.0922
- multiplicity = 3
- ΔE to the lowest compared entry with this formula, charge and spin (kJ/mol) = 93.07
- lowest unoccupied orbital energy (spin up / spin down) (eV) = 3.6437 / 3.6415
- net charge = -2

Number 1: largest force on an atom 1.4 eV Å⁻¹, E -3341.91218 Eh. Number 2: largest force on an atom 0.7 eV Å⁻¹, E -4225.52868 Eh.